Record 1
ORCA calculation (ωB97M-V with the def2-TZVPD basis set) on a 7-piece molecular cluster, C38H80FN3O11PS overall in a non-equilibrium geometry.

Atoms and positions in Å:
S  -0.63309  1.52292  -3.73360
P  -2.80240  -1.76377  -4.37415
F  0.38424  2.42029  -2.63044
O  2.12384  3.10251  4.53033
O  -1.06016  2.58361  -4.82048
O  6.79038  -8.70614  0.73262
O  -2.96165  -0.94107  5.00278
O  -5.14038  5.31170  -3.59582
O  -1.03168  5.72726  6.93405
O  -4.16132  -1.29212  -0.55560
O  -1.14215  -2.23302  -4.17646
O  4.70039  -4.94045  -1.15818
O  -3.77796  -3.07054  -3.71890
O  0.20294  0.46320  -4.47941
N  -3.08998  -1.78783  -6.00006
N  -6.02664  1.00955  -4.38137
N  -4.41568  -0.10130  -2.74013
C  -3.43485  -1.65066  5.88898
C  -5.55793  0.91800  -2.93697
C  4.92006  -0.15452  -2.29236
C  1.83679  2.53800  1.60428
C  3.72178  0.88538  -2.70597
C  3.07577  -2.18823  -2.64352
C  -3.26752  -0.02867  -3.77023
C  2.73601  3.18940  0.37119
C  0.27048  -0.91842  -1.08704
C  -2.21278  0.91556  -2.94430
C  4.71996  -6.04192  -1.70512
C  -2.17456  0.35001  -1.36984
C  -5.66005  2.44907  -4.78981
C  -3.78574  -0.10129  -1.33073
C  4.64651  -1.72358  -2.70273
C  -3.44186  5.64347  -5.24090
C  6.58787  -7.00638  2.39731
C  3.46323  -6.66669  -2.24948
C  7.01697  -8.35716  1.89004
C  -4.15858  5.95944  -3.95537
C  2.55029  -2.48806  -1.09021
C  -2.66145  -2.80971  6.45862
C  3.99863  2.34341  -1.94149
C  6.00162  -6.81702  -1.85576
C  -4.10728  -0.02405  1.74016
C  2.06098  3.66365  5.62301
C  -1.38964  -1.04908  -1.04955
C  3.69067  2.04828  -0.32475
C  -1.59174  5.83182  5.84402
C  0.89907  -2.45522  -0.98506
C  1.36685  3.01984  6.79340
C  -4.80970  -1.39341  6.44550
C  -2.09797  4.62134  5.10610
C  -1.79718  7.17524  5.19661
C  7.73415  -9.26444  2.85369
C  2.67528  5.02049  5.84131
C  -4.95597  -0.93449  0.64924
C  -3.62762  7.09861  -3.12688
H  5.22910  -2.39485  -1.90651
H  -2.59924  6.88861  -2.82224
H  -5.44983  -2.26178  6.27052
H  -4.97065  -0.99051  -2.69284
H  5.12459  2.70216  -2.10999
H  -1.38177  7.95642  5.84220
H  0.49650  -2.91731  0.01812
H  -1.59554  4.53873  4.13902
H  -4.24331  7.21147  -2.22822
H  1.90134  5.73685  6.12821
H  3.44878  4.02485  0.83818
H  -6.46607  3.22231  -4.38966
H  -1.28130  7.20640  4.23362
H  5.09547  -1.95897  -3.76234
H  -1.68734  -2.87485  5.96237
H  5.20487  -0.14658  -1.14871
H  7.98330  -10.20451  2.34992
H  -1.00222  -2.96562  -4.87445
H  3.56290  -6.82386  -3.32645
H  3.21251  0.95734  -0.24487
H  3.14125  5.36177  4.91084
H  3.27033  -7.61555  -1.74257
H  -2.98940  0.14545  1.36009
H  -2.83247  1.93245  -2.84058
H  -3.44655  0.58822  -4.74928
H  6.21438  -6.98084  -2.91513
H  -4.12014  -0.44914  2.83002
H  -5.24917  -0.52656  5.94049
H  -5.20824  -1.96639  1.19387
H  7.08796  -9.48540  3.70691
H  2.64229  0.55134  -2.32281
H  5.89061  -7.12672  3.23028
H  2.07728  2.87022  7.61032
H  -3.77513  -2.57494  -6.17814
H  -4.74336  -1.17865  7.51501
H  3.44398  4.96004  6.61588
H  -3.47848  6.50774  -5.90884
H  2.92839  -3.59191  -0.84816
H  5.90307  0.18986  -2.87529
H  -3.11512  -3.83462  -3.57484
H  0.97191  2.04457  6.48933
H  1.97983  3.64649  -0.41334
H  -4.60542  1.05430  1.71976
H  -5.57881  2.58309  -5.95247
H  7.46302  -6.43299  2.71328
H  -3.17956  4.69592  4.96798
H  2.61701  -5.99503  -2.07010
H  -1.90339  1.24140  -0.64494
H  -4.59997  2.77691  -4.35041
H  6.82571  -6.24421  -1.41718
H  -1.78583  -1.98566  -1.66336
H  -6.47510  0.44829  -2.33402
H  2.48030  2.29674  2.56251
H  3.21171  3.14267  -2.32329
H  -1.63611  -1.31386  0.08882
H  -2.86532  7.36359  5.06258
H  4.74826  1.96625  0.17895
H  1.01770  3.32186  1.95850
H  2.33088  -1.48168  -3.20467
H  -2.40527  5.36860  -5.03044
H  6.08271  -6.46060  1.59337
H  -5.32719  1.96217  -2.46319
H  -3.93545  4.79879  -5.73332
H  3.59090  1.02522  -3.88132
H  3.01397  -3.23860  -3.19642
H  0.53463  3.64703  7.12266
H  -3.20589  -3.74121  6.28429
H  -7.07027  0.95583  -4.46357
H  0.67997  -0.44008  -2.07252
H  -3.67245  8.02775  -3.70064
H  0.61794  -0.37142  -0.10122
H  1.23684  1.58934  1.25032
H  -2.49942  -2.65809  7.52878
H  -6.01769  -0.47060  0.38244
H  -4.26128  0.89706  -0.88823
H  8.66037  -8.79166  3.18991
H  3.04096  -1.71826  -0.32136
H  0.45582  -3.04483  -1.90286
H  -1.88060  3.72202  5.69206
H  5.92182  -7.77252  -1.33126

Summary:
Frontier orbital gap (eV): 7.0
Max |F| (eV Å⁻¹): 9.26
Total energy (eV): -90518.699
Net charge: +1

***

Record 2
ORCA calculation (ωB97M-V with the def2-TZVPD basis set) on a 7-piece molecular cluster, C38H81ClN7O12P2 overall in a non-equilibrium geometry.

Atoms and positions in Å:
Cl  -4.27097  -0.20081  1.28377
P  -2.19186  0.29233  0.60042
P  1.27205  -1.71304  -2.64394
O  7.16128  -0.56639  -7.71910
O  -8.80561  6.02772  3.39888
O  5.08766  0.30158  6.23638
O  2.36576  -1.12475  -3.63646
O  -0.61651  0.62240  -0.04311
O  2.73786  -1.74528  -6.27730
O  1.70940  -2.91420  -1.90397
O  6.63686  -4.04998  2.69687
O  -2.17163  -1.17729  -0.35082
O  0.04211  -2.10794  -3.62306
O  13.01000  -3.15278  3.97706
O  -5.97415  -1.47739  -3.55531
N  5.08635  -1.82253  6.96377
N  10.78144  -3.29218  3.73120
N  2.22475  -1.59206  -8.44675
N  6.67501  1.61847  -7.59960
N  -4.37634  -1.51383  -5.12573
N  -10.10343  7.80327  3.83530
N  4.75826  -2.94990  3.43812
C  -10.78879  8.77068  4.66740
C  3.08859  -1.64591  2.11679
C  2.51177  -2.31231  -7.33762
C  -2.24797  2.52622  2.68700
C  -7.71933  3.42968  0.45774
C  6.44277  0.31476  -7.27553
C  -0.88139  -1.69908  -0.25232
C  -9.92229  2.77305  2.69835
C  5.34649  -2.89943  7.89568
C  11.97286  -3.77010  4.16524
C  -2.06186  1.72873  1.81153
C  -3.72777  -1.88334  -2.79319
C  5.35525  -0.49730  7.11484
C  5.09125  -5.30004  4.02172
C  -9.11125  6.55945  5.70832
C  -4.79308  -1.61124  -3.82457
C  -3.68164  2.59597  -0.40466
C  -7.12831  3.57152  -0.96203
C  -6.07244  2.50519  -1.32176
C  6.00179  -0.06657  8.41392
C  -10.11314  2.87204  1.18529
C  -9.17580  3.91745  0.57053
C  11.96097  -5.09834  4.88993
C  -2.98888  1.29097  -0.78736
C  0.16261  -0.56222  -0.28094
C  5.59912  -4.07419  3.31288
C  1.18398  -0.58378  0.85108
C  3.65298  -3.02171  2.42516
C  2.19972  -1.71850  0.85778
C  5.27293  0.02811  -6.36663
C  -9.31610  6.76079  4.22435
C  0.73050  -0.29626  -1.68550
C  -3.02598  -1.62679  -5.63777
C  -4.63964  3.04535  -1.53158
C  9.46081  -3.88972  3.86783
C  1.94248  -2.07773  -9.78350
C  5.93782  2.79152  -7.17269
C  2.54667  -3.81508  -7.46231
H  9.01921  -4.06187  2.89123
H  -2.41185  3.19761  3.49973
H  -8.63436  7.43177  6.15700
H  -11.86580  8.72766  4.49331
H  1.98808  -3.16055  -9.81245
H  6.96898  -0.55293  8.54749
H  2.21143  -0.59662  -8.28974
H  -4.17756  -1.92550  -1.80751
H  6.15036  1.00778  8.37742
H  -9.23040  4.80443  1.20231
H  1.57390  0.39684  -1.65270
H  -6.71604  4.57701  -1.06495
H  4.41508  -3.40056  8.16670
H  2.46016  -1.32353  2.94944
H  6.59242  3.47597  -6.63005
H  -0.71847  -2.32511  0.63676
H  1.69332  0.38173  0.82845
H  5.30899  -2.12658  3.21402
H  -2.73223  -0.70490  -6.14575
H  -10.44423  9.78130  4.43927
H  -2.95675  -2.44995  -6.35482
H  -8.46767  5.69659  5.84572
H  -10.06198  6.37525  6.21033
H  -0.04790  0.19141  -2.27210
H  -7.95487  3.50438  -1.67294
H  -9.57433  4.18003  -0.41175
H  -11.13672  3.21309  0.99948
H  7.46634  1.74700  -8.20932
H  5.52927  3.31997  -8.03661
H  -3.70065  0.65300  -1.31286
H  -4.26622  2.48782  0.50483
H  -10.60066  8.57073  5.71662
H  -7.10413  4.01757  1.13905
H  5.21277  -1.03916  -6.19409
H  2.42887  -1.67937  -4.43739
H  9.52465  -4.83512  4.39607
H  10.85261  -2.40683  3.25543
H  -3.24264  -2.83964  -3.00275
H  -9.98709  1.90505  0.69686
H  -9.91132  3.78645  3.09393
H  8.80624  -3.21812  4.42496
H  5.52478  -5.30812  5.02119
H  -8.98955  2.26545  2.94061
H  4.34020  0.35755  -6.82171
H  3.88157  -0.90936  1.98051
H  -2.32426  -1.80920  -4.83066
H  -6.39551  2.01883  -2.24385
H  6.01204  -3.63929  7.44493
H  2.85078  -3.65332  2.79970
H  5.81191  -2.52150  8.79957
H  11.57270  -5.88814  4.24619
H  -7.65281  2.38188  0.75005
H  3.30592  -4.12515  -8.18086
H  -0.78379  -2.39657  -1.08735
H  -10.19878  7.88053  2.83517
H  -2.97519  -1.09681  -2.78516
H  12.98125  -5.34079  5.16991
H  -4.66694  4.13548  -1.58375
H  2.85012  -1.67932  -0.01304
H  11.34969  -5.04339  5.79130
H  -0.11923  -3.04647  -3.46208
H  1.57624  -4.19946  -7.77785
H  -6.06779  1.72499  -0.56078
H  -10.73465  2.21526  3.16700
H  4.06347  -3.42861  1.49642
H  5.39483  0.52930  -5.40582
H  4.65595  -2.05430  6.07787
H  -4.26924  2.68359  -2.49304
H  -1.67171  -0.49609  1.66362
H  0.94623  -1.76165  -10.09630
H  4.01095  -5.23610  4.12810
H  -2.19602  1.54036  -1.49398
H  5.11885  2.50885  -6.52066
H  5.35770  -6.20273  3.48089
H  2.67084  -1.67910  -10.49112
H  0.60892  -0.61936  1.77677
H  -5.12364  -1.33376  -5.77600
H  1.68861  -2.68165  0.87594
H  2.79128  -4.23271  -6.49081
H  -2.92134  3.36575  -0.27429
H  5.36277  -0.30619  9.26471

Summary:
Frontier orbital gap (eV): 7.1
Max |F| (eV Å⁻¹): 1.76
Total energy (eV): -106826.653
Net charge: -1

***

Record 3
ORCA calculation (ωB97M-V with the def2-TZVPD basis set) on a 14-piece molecular cluster, C38H82F6N2O15Si overall in a non-equilibrium geometry.

Atoms and positions in Å:
Si  3.08789  -1.86190  -2.45476
F  2.42145  4.55039  0.71788
F  -0.09067  4.80781  -2.08028
F  1.25048  2.38443  -2.83973
F  0.64536  0.52763  -1.64501
F  0.19311  6.02692  -0.13802
F  3.02670  4.12548  -1.42352
O  -5.16709  -0.48629  1.48597
O  0.53395  8.21707  -3.20626
O  -4.44548  -1.86619  3.97892
O  -8.11863  -1.10930  -4.46111
O  -0.72700  1.99029  5.59858
O  2.28340  -12.53387  -2.58555
O  0.18404  8.13510  -6.90955
O  3.63073  1.02318  -6.19678
O  0.17839  5.18229  8.23241
O  -5.10836  -3.69847  -5.12056
O  4.91086  -9.14701  -2.41768
O  1.57534  6.76595  11.12500
O  -4.10097  -0.96859  -0.59474
O  3.17994  -0.13073  4.56679
O  -6.78316  -3.40721  6.96598
N  -0.16044  -0.05388  1.72555
N  3.14529  1.54852  1.60316
C  1.86081  4.10073  -0.54888
C  1.19097  6.43665  12.45081
C  -5.36617  -2.04343  -2.48985
C  -3.30503  1.06453  0.83796
C  3.19617  -0.43423  -1.20315
C  3.00394  1.05822  -1.77045
C  2.90523  -1.37934  -4.28993
C  6.60912  -5.41356  -1.64513
C  3.57579  -9.48883  -2.07058
C  -4.29847  -0.19645  0.60902
C  0.88562  5.21084  -1.12583
C  4.54136  -3.11338  -2.11735
C  0.94892  -12.87174  -2.23800
C  -2.32688  1.14462  -0.43617
C  -4.10689  -3.72913  -6.12515
C  -7.89878  -0.03994  -5.36893
C  -3.45330  -2.87847  3.92477
C  -0.38922  3.54256  1.62052
C  -5.79251  -4.42076  6.91374
C  -5.43070  -1.45074  -0.97694
C  -1.47901  3.24773  2.57723
C  4.25744  -4.59865  -2.60497
C  2.34052  2.02752  0.83605
C  -0.00532  1.07294  1.29061
C  4.17030  -1.14515  4.51607
C  -0.11249  2.47147  0.44187
C  5.26810  -5.77588  -2.39416
C  -0.14591  2.14059  6.88644
C  -1.41080  2.48129  -0.50240
C  1.31335  2.61562  -0.29781
C  5.87746  -2.74183  -1.40138
C  6.90651  -3.93426  -1.18670
C  -0.03979  8.81817  -2.05992
C  0.87465  9.37033  -6.98111
C  1.47710  -2.86749  -2.00250
C  1.53541  1.68369  -1.58700
C  2.73978  2.12786  -6.15509
C  1.44061  5.82272  8.11098
H  3.18891  -10.22328  -2.77969
H  -3.59492  -3.48347  3.02515
H  -3.57834  -4.68127  -6.06670
H  6.09194  -1.66943  -1.05271
H  -3.93103  2.03328  0.95767
H  0.20593  4.48747  1.83887
H  3.28923  0.41409  3.77564
H  -6.67372  -2.86078  6.17532
H  3.85919  1.74955  -1.39648
H  3.18512  1.00131  -2.91885
H  0.65929  8.75146  -1.22267
H  4.25752  -0.47148  -0.72681
H  4.07178  -1.77804  5.39887
H  -0.40941  5.58533  7.57952
H  3.63398  -0.55536  -4.64500
H  -6.88609  -0.11783  -5.76667
H  0.70431  7.29278  -2.98519
H  -4.55359  -1.52165  -3.11348
H  -1.17306  2.55634  3.46063
H  3.16674  0.29989  -6.63955
H  -4.57030  -3.63295  -7.11045
H  -8.61566  -0.10189  -6.19130
H  3.27021  -4.84037  -3.13947
H  1.84157  9.27912  -6.47996
H  -5.89012  -5.05563  7.79530
H  3.23664  2.96264  -5.65929
H  0.98235  -2.34427  -1.08825
H  1.84049  -0.91927  -4.40768
H  0.88340  6.43306  10.53679
H  2.95981  -8.58913  -2.10949
H  0.23559  6.91240  12.68622
H  -5.93392  -5.02569  6.01431
H  1.83537  5.66992  7.10330
H  4.02956  -1.75271  3.61845
H  0.27775  10.15213  -6.50464
H  0.55849  -13.60613  -2.94686
H  0.74042  -2.93105  -2.88045
H  -3.54964  -3.51378  4.80631
H  -2.55193  3.62378  2.46198
H  2.94116  -2.26848  -5.01787
H  0.07610  1.15635  7.30591
H  3.55342  -9.89917  -1.05809
H  2.12782  5.38822  8.83749
H  -0.07929  1.52956  5.04667
H  0.77076  2.72962  6.80877
H  7.33846  -6.27603  -1.45847
H  -2.09011  3.41360  -0.36752
H  4.98432  -6.83428  -2.74617
H  7.89347  -3.69942  -0.65986
H  -0.24770  9.86713  -2.27310
H  -5.56005  -2.84686  -5.19418
H  2.46898  2.42114  -7.17236
H  5.16403  -0.68990  4.50704
H  2.46900  -0.60683  -0.32517
H  1.03367  9.62547  -8.02955
H  -1.06413  2.53315  -1.61208
H  -1.72197  0.17205  -0.62612
H  -4.33808  -1.31822  3.18769
H  -6.40695  -1.84119  -2.96339
H  0.33578  -11.97075  -2.27777
H  -3.02714  1.22144  -1.36325
H  1.95436  6.80041  13.13954
H  1.33033  6.89144  8.31137
H  1.10216  5.35188  12.54990
H  -3.39851  -2.91209  -5.96442
H  -4.79994  -3.96316  6.90536
H  -8.00985  0.91429  -4.84800
H  1.55721  5.97787  -1.68648
H  1.84217  1.85621  -5.59329
H  0.05715  7.93435  -5.97176
H  -0.85316  2.65804  7.53481
H  -5.80793  -2.28303  -0.28851
H  -0.97355  8.30929  -1.80877
H  0.92446  -13.28105  -1.22500
H  -2.46071  -2.42060  3.91573
H  -5.18131  -3.17651  -2.45522
H  2.80361  -13.34716  -2.54252
H  -9.01992  -1.01682  -4.12460
H  5.43242  -9.95910  -2.37480
H  1.74987  -3.92242  -1.64202
H  -2.73463  0.84744  1.80554
H  -6.13268  -0.53141  -0.95152

Summary:
Frontier orbital gap (eV): 6.6
Max |F| (eV Å⁻¹): 6.86
Total energy (eV): -98590.400